# 1
{"formula": "C20H19N3O10V", "method": "ωB97M-V/def2-TZVPD", "spin_multiplicity": 1, "max_force_ha_per_bohr": 0.10944, "lumo_energy_ev": 0.2, "charge": -1, "homo_lumo_gap_ha": 0.115, "e_homo_ev": -2.89, "elements": ["O", "V", "O", "O", "C", "C", "O", "H", "H", "H", "H", "C", "C", "C", "C", "C", "C", "N", "O", "O", "H", "H", "H", "H", "H", "C", "C", "C", "C", "C", "C", "N", "O", "O", "H", "H", "H", "H", "H", "C", "C", "C", "C", "C", "C", "N", "O", "O", "H", "H", "H", "H", "H"], "xyz": [[1.60, 22.60, -1.66], [0.34, 23.58, -1.56], [0.51, 24.67, -2.77], [0.09, 25.12, 3.52], [1.01, 25.87, 2.69], [1.48, 25.12, 1.35], [0.52, 24.61, 0.38], [1.91, 26.15, 3.25], [0.49, 26.81, 2.49], [2.29, 24.44, 1.59], [2.12, 25.76, 0.74], [5.75, 27.19, 5.12], [7.12, 27.47, 5.25], [8.00, 26.92, 4.39], [7.51, 26.07, 3.37], [6.10, 25.77, 3.22], [5.26, 26.37, 4.09], [8.45, 25.48, 2.38], [9.57, 25.95, 2.38], [8.17, 24.59, 1.68], [5.02, 27.58, 5.82], [7.43, 28.18, 6.00], [9.03, 27.22, 4.35], [5.74, 25.07, 2.49], [4.19, 26.21, 4.16], [5.94, 21.68, 3.22], [6.35, 21.59, 4.52], [5.45, 21.82, 5.59], [4.21, 22.34, 5.30], [3.85, 22.61, 3.91], [4.74, 22.25, 2.90], [3.14, 22.66, 6.33], [3.22, 21.97, 7.32], [2.39, 23.64, 6.07], [6.68, 21.48, 2.46], [7.31, 21.17, 4.79], [5.68, 21.53, 6.60], [2.89, 23.09, 3.75], [4.57, 22.37, 1.84], [4.51, 27.97, 0.66], [3.50, 28.53, 1.51], [3.86, 29.44, 2.47], [5.24, 29.81, 2.62], [6.19, 29.51, 1.60], [5.81, 28.54, 0.71], [5.60, 30.47, 3.83], [6.50, 31.37, 3.81], [5.00, 30.17, 4.83], [4.28, 27.23, -0.10], [2.46, 28.25, 1.52], [3.18, 29.78, 3.24], [7.22, 29.83, 1.64], [6.53, 28.06, 0.06]], "mulliken_charge": [-0.661, 1.646, -0.698, -0.913, -0.184, 0.392, -0.585, -0.024, 0.307, -0.192, -0.057, -0.931, -0.382, -0.454, -0.023, -0.175, -0.303, 1.086, -0.674, -0.628, 0.431, 0.412, 0.466, 0.693, 0.467, -0.579, -0.409, -0.645, 0.340, -0.420, -0.262, 0.938, -0.611, -0.496, 0.353, 0.408, 0.438, 0.484, 0.454, -0.791, -0.247, -0.588, 0.571, -0.630, -0.274, 1.003, -0.633, -0.551, 0.470, 0.436, 0.381, 0.446, 0.400]}

# 2
{"formula": "C20H19N3O4", "method": "ωB97M-V/def2-TZVPD", "spin_multiplicity": 1, "max_force_ha_per_bohr": 0.02814, "lumo_energy_ev": 0.3, "charge": 0, "homo_lumo_gap_ha": 0.332, "e_homo_ev": -8.69, "elements": ["C", "C", "C", "C", "C", "C", "C", "H", "H", "C", "C", "C", "N", "O", "C", "O", "N", "C", "C", "N", "C", "O", "C", "C", "C", "C", "O", "H", "H", "H", "C", "C", "H", "H", "H", "H", "H", "H", "H", "H", "H", "H", "H", "H", "H", "H"], "xyz": [[-8.91, -0.88, 1.03], [-7.46, -0.64, 0.72], [-6.66, -1.64, 0.18], [-5.33, -1.41, -0.11], [-4.76, -0.17, 0.15], [-5.56, 0.84, 0.70], [-6.88, 0.60, 0.98], [-7.49, 1.39, 1.40], [-5.13, 1.81, 0.90], [-3.36, 0.07, -0.14], [-2.56, 1.17, 0.02], [-1.29, 0.74, -0.44], [-1.35, -0.51, -0.84], [-2.62, -0.93, -0.66], [-0.09, 1.61, -0.44], [-0.18, 2.75, -0.01], [1.07, 1.11, -0.91], [2.26, 1.93, -0.81], [3.39, 1.16, -0.13], [3.66, -0.06, -0.87], [4.65, -0.95, -0.58], [4.79, -1.97, -1.24], [5.57, -0.68, 0.53], [6.64, -1.46, 0.89], [7.22, -0.85, 2.01], [6.47, 0.25, 2.27], [5.47, 0.37, 1.38], [6.54, 1.01, 3.02], [8.08, -1.19, 2.56], [6.94, -2.36, 0.39], [2.70, -0.40, -1.90], [1.28, -0.24, -1.38], [1.10, -0.95, -0.57], [0.57, -0.47, -2.18], [2.87, 0.22, -2.79], [2.89, -1.44, -2.18], [3.09, 0.92, 0.90], [4.28, 1.79, -0.10], [2.57, 2.27, -1.80], [2.00, 2.81, -0.22], [-2.79, 2.14, 0.40], [-4.72, -2.20, -0.53], [-7.09, -2.61, -0.02], [-9.16, -1.93, 0.92], [-9.14, -0.56, 2.05], [-9.53, -0.30, 0.35]], "nbo_charge": [-0.630, 0.003, -0.216, -0.182, -0.047, -0.177, -0.215, 0.212, 0.213, 0.293, -0.311, 0.034, -0.116, -0.261, 0.651, -0.623, -0.415, -0.238, -0.218, -0.428, 0.640, -0.627, 0.137, -0.221, -0.320, 0.112, -0.396, 0.205, 0.233, 0.246, -0.239, -0.224, 0.211, 0.230, 0.192, 0.265, 0.202, 0.216, 0.195, 0.262, 0.251, 0.225, 0.212, 0.217, 0.221, 0.224]}